84
Properties=species:S:1:pos:R:3:forces:R:3 method="wB97M-V/def2-TZVPD" spin_multiplicity=5 charge=+2 homo_energy_ha="-0.4406 / -0.5107" orbital_gap_ha="0.23972 / 0.21842"
Pt 0.056521 -0.887293 0.141301 0.1 -0.4 0.2
C -2.168983 -3.419584 0.835834 0.1 -0.4 0.2
Si -2.183218 -1.636237 0.365652 0.3 0.3 -0.2
C -2.948415 -0.662527 1.752218 -0.3 0.1 0.1
C -4.302666 -0.766689 2.091749 0.0 0.0 0.1
C -4.792371 -0.182864 3.250211 0.0 0.0 0.0
C -3.932694 0.486280 4.115978 0.0 0.0 0.0
C -2.591390 0.603447 3.799730 0.0 0.0 0.0
C -2.113902 0.061290 2.601290 0.0 0.1 0.2
P -0.399871 0.296370 2.110138 -0.2 0.2 -0.4
C 0.591873 -0.144510 3.536158 0.2 -0.1 0.0
C 1.787137 0.519117 3.815783 0.0 0.0 0.0
C 2.554528 0.121227 4.901193 0.0 0.0 0.0
C 2.138133 -0.936835 5.697706 0.0 0.0 0.0
C 0.950072 -1.603208 5.418999 0.0 0.0 0.0
C 0.180037 -1.214291 4.336408 0.0 0.0 0.0
C -0.087396 2.042097 1.746106 -0.1 0.1 0.1
C 1.030818 2.411229 0.996780 0.1 0.0 0.0
C 1.319242 3.749156 0.778462 0.0 0.0 0.0
C 0.485023 4.732567 1.292389 0.0 0.0 0.0
C -0.639295 4.375379 2.023324 0.0 0.0 0.0
C -0.925135 3.036840 2.254774 0.0 0.0 -0.1
C -3.047121 -1.439164 -1.263861 -0.3 0.0 -0.2
C -4.377372 -1.818072 -1.491794 0.1 0.0 0.0
C -4.969358 -1.609353 -2.727383 0.0 0.0 0.0
C -4.249257 -1.013862 -3.760932 0.0 0.0 0.0
C -2.934141 -0.639769 -3.559055 0.0 0.0 0.0
C -2.340345 -0.870711 -2.316454 0.0 0.1 -0.1
P -0.650379 -0.346497 -2.000943 -0.1 0.2 0.3
C -0.632017 1.415371 -2.362155 0.1 0.0 -0.1
C -1.322701 2.256011 -1.489299 -0.1 0.0 0.0
C -1.476332 3.596267 -1.796685 0.0 0.0 0.0
C -0.931862 4.104601 -2.970140 0.0 0.0 0.0
C -0.247114 3.270852 -3.842511 0.0 0.0 0.0
C -0.099952 1.921661 -3.546691 0.0 0.1 0.0
C 0.441151 -1.194722 -3.148292 0.1 0.0 0.0
C 1.778278 -0.792461 -3.242157 0.0 0.0 -0.1
C 2.630196 -1.432765 -4.124827 0.0 0.0 0.0
C 2.159169 -2.484699 -4.906278 0.0 0.0 0.0
C 0.838488 -2.894443 -4.806099 0.0 0.0 0.0
C -0.024093 -2.252930 -3.926184 0.1 -0.1 0.0
H -3.199758 -3.792438 0.831464 0.1 0.0 0.0
H -1.769636 -3.572756 1.843284 0.0 0.0 -0.1
H -1.593399 -4.016232 0.123855 0.0 0.0 0.1
H -4.986701 -1.320749 1.458901 0.0 0.0 0.0
H -5.843440 -0.267122 3.495212 0.0 0.0 0.0
H -4.309279 0.913020 5.036590 0.0 0.0 0.0
H -1.919273 1.107789 4.484517 0.0 0.0 0.0
H 2.108285 1.354631 3.206668 0.0 0.0 0.0
H 3.472118 0.645735 5.132447 0.0 0.0 0.0
H 2.737918 -1.240424 6.545916 0.0 0.0 0.0
H 0.622195 -2.417121 6.052304 0.0 0.0 0.0
H -0.754082 -1.724137 4.127968 0.0 0.0 0.0
H 1.689090 1.654778 0.584520 -0.1 0.1 0.0
H 2.192004 4.023704 0.200212 0.0 0.0 0.0
H 0.708190 5.777809 1.120115 0.0 0.0 0.0
H -1.294436 5.139089 2.422100 0.0 0.0 0.0
H -1.807631 2.781656 2.821907 0.0 0.0 0.0
H -4.961491 -2.284274 -0.706071 0.0 0.0 0.0
H -5.997736 -1.904508 -2.890795 0.0 0.0 0.0
H -4.718098 -0.840091 -4.720698 0.0 0.0 0.0
H -2.377278 -0.165507 -4.359989 0.0 0.0 0.0
H -1.760142 1.859651 -0.580567 0.0 0.0 0.0
H -2.020661 4.244154 -1.122424 0.0 0.0 0.0
H -1.050642 5.153519 -3.209427 0.0 0.0 0.0
H 0.164059 3.666635 -4.761518 0.0 0.0 0.0
H 0.421194 1.275288 -4.240771 0.0 0.0 0.0
H 2.142952 0.037814 -2.649094 0.0 0.0 0.0
H 3.657997 -1.105050 -4.218402 0.0 0.0 0.0
H 2.824777 -2.981634 -5.600130 0.0 0.0 0.0
H 0.473416 -3.709588 -5.416657 0.0 0.0 0.0
H -1.053571 -2.577640 -3.850208 0.0 0.0 0.0
C 5.358560 -2.052217 -1.164453 0.0 0.0 -0.1
S 4.405666 -3.561185 -1.412037 0.2 0.0 -0.1
C 3.220664 -3.578359 -0.192299 -0.2 0.3 0.1
C 2.532639 -2.518551 0.415544 0.2 -0.3 -0.1
S 2.600334 -0.860380 0.106390 -0.1 0.1 -0.1
S 1.338384 -2.977903 1.604119 0.0 -0.2 0.0
C 1.337993 -4.712714 1.202943 0.0 0.2 0.1
S 0.821103 -5.766855 2.428474 -0.1 -0.1 0.0
S 2.725264 -5.184673 0.209726 0.0 -0.2 0.0
H 6.232879 -2.190360 -1.800046 0.0 0.0 0.0
H 5.675801 -1.975619 -0.127690 0.0 0.0 0.0
H 4.808615 -1.170521 -1.476784 0.0 0.0 0.0

13
Properties=species:S:1:pos:R:3:forces:R:3 method="wB97M-V/def2-TZVPD" spin_multiplicity=1 charge=0 smiles=Cc1coc(C#N)c1 homo_energy_ha=-0.3327 orbital_gap_ha=0.34266
C 2.925379 -0.492081 0.146852 0.2 -1.1 -0.2
C 1.472124 -0.172013 -0.034141 -2.1 2.0 0.8
C 0.930678 1.109452 0.036233 1.4 -1.3 -0.5
O -0.390828 1.193957 -0.048175 -0.1 -1.2 -0.4
C -0.843671 -0.122794 -0.199234 2.9 0.1 0.7
C -2.228084 -0.253697 -0.051790 -6.8 -1.0 1.8
N -3.407353 -0.346901 0.229552 6.3 0.5 -1.8
C 0.290444 -0.963663 -0.135740 -1.1 0.0 -0.7
H 3.234275 -1.110152 -0.742640 0.0 0.2 1.2
H 3.109303 -1.017550 1.151792 -0.1 0.6 -1.7
H 3.540866 0.419615 0.094854 -0.3 -0.3 0.2
H 1.500739 1.992781 -0.033929 0.2 1.1 0.3
H 0.311696 -2.039269 -0.264621 -0.4 0.1 0.2

> Which of these has the lowest charge?

C6H5NO

Repeat the second record exactly.
13
Properties=species:S:1:pos:R:3:forces:R:3 method="wB97M-V/def2-TZVPD" spin_multiplicity=1 charge=0 smiles=Cc1coc(C#N)c1 homo_energy_ha=-0.3327 orbital_gap_ha=0.34266
C 2.925379 -0.492081 0.146852 0.2 -1.1 -0.2
C 1.472124 -0.172013 -0.034141 -2.1 2.0 0.8
C 0.930678 1.109452 0.036233 1.4 -1.3 -0.5
O -0.390828 1.193957 -0.048175 -0.1 -1.2 -0.4
C -0.843671 -0.122794 -0.199234 2.9 0.1 0.7
C -2.228084 -0.253697 -0.051790 -6.8 -1.0 1.8
N -3.407353 -0.346901 0.229552 6.3 0.5 -1.8
C 0.290444 -0.963663 -0.135740 -1.1 0.0 -0.7
H 3.234275 -1.110152 -0.742640 0.0 0.2 1.2
H 3.109303 -1.017550 1.151792 -0.1 0.6 -1.7
H 3.540866 0.419615 0.094854 -0.3 -0.3 0.2
H 1.500739 1.992781 -0.033929 0.2 1.1 0.3
H 0.311696 -2.039269 -0.264621 -0.4 0.1 0.2

> The highest charge belongs to which entry?

C41H34P2PtS5Si